120
Properties=species:S:1:pos:R:3:lowdin_charge:R:1 method="wB97M-V/def2-TZVPD" mol_weight_g_mol=1118.15 e_homo_ha=-0.3215 spin_multiplicity=1 lumo_ev=-1.43 smiles="CCOP(=O)(CCCc1c2c(c(CCCF)c([C@@H](C)CC)c1[C@@H](I)[C@@H](C)I)C(=O)N([C@@H](Cl)CC)C2=O)OCC.C[C@@H]1COC(=O)O1.C[C@@H]1COC(=O)O1.C[C@@H]1COC(=O)O1" gap_ev=7.3 total_charge=0
C 5.862 -6.031 0.523 -0.093
C 4.898 -6.239 -0.816 -0.291
O 4.330 -4.913 -1.136 -0.308
P 3.777 -4.873 -2.821 0.801
O 4.978 -5.286 -3.813 -0.401
C 3.232 -3.036 -3.128 -0.205
C 1.636 -2.834 -2.811 -0.223
C 1.390 -2.792 -1.158 -0.165
C -0.002 -1.976 -0.880 -0.020
C -0.037 -0.392 -1.323 0.026
C -1.375 0.524 -1.103 0.023
C -2.734 -0.132 -0.466 -0.018
C -4.043 0.883 -0.338 -0.160
C -4.805 0.937 -1.789 -0.175
C -6.439 0.753 -1.708 -0.155
F -7.047 1.183 -0.428 -0.141
C -2.766 -1.733 0.018 0.021
C -4.160 -2.373 0.685 -0.292
C -4.831 -3.561 -0.225 -0.109
C -3.936 -2.809 2.285 -0.203
C -4.525 -4.296 2.643 -0.151
C -1.372 -2.638 -0.184 -0.077
C -1.267 -4.214 0.284 -0.729
I -1.069 -5.614 -1.443 0.800
C -0.184 -4.507 1.478 -0.731
C -0.112 -3.367 2.653 -0.191
I -0.913 -6.356 2.494 0.757
C -0.997 2.029 -1.625 -0.182
O -1.784 3.053 -2.010 -0.004
N 0.543 1.970 -1.547 -0.065
C 1.022 2.267 -0.110 -0.567
Cl 2.614 1.411 0.327 0.608
C 1.133 3.922 0.104 -0.216
C 2.247 4.205 1.279 -0.179
C 1.091 0.595 -1.985 -0.265
O 2.168 0.368 -2.740 -0.014
O 2.462 -6.014 -2.916 -0.333
C 2.058 -6.281 -4.308 -0.285
C 0.874 -7.437 -4.444 -0.111
H 5.333 -5.269 1.257 0.091
H 6.059 -7.036 1.107 0.085
H 6.905 -5.652 0.146 0.070
H 5.471 -6.750 -1.701 0.120
H 4.049 -6.997 -0.469 0.127
H 3.838 -2.395 -2.329 0.114
H 3.558 -2.787 -4.224 0.113
H 1.080 -3.817 -3.197 0.073
H 1.126 -1.941 -3.370 0.112
H 1.399 -3.908 -0.813 0.064
H 2.317 -2.262 -0.629 0.137
H -4.731 0.653 0.580 0.109
H -3.581 1.969 -0.161 0.125
H -4.338 0.152 -2.547 0.129
H -4.604 2.000 -2.275 0.117
H -6.663 -0.404 -1.870 0.121
H -6.922 1.358 -2.615 0.130
H -4.980 -1.506 0.740 0.125
H -4.731 -3.233 -1.349 0.090
H -4.334 -4.614 -0.120 0.072
H -5.982 -3.609 0.060 0.096
H -4.540 -2.040 2.970 0.120
H -2.807 -2.653 2.554 0.085
H -4.533 -4.377 3.832 0.090
H -3.762 -5.142 2.292 0.025
H -5.624 -4.485 2.289 0.081
H -2.337 -4.485 0.740 0.025
H 0.898 -4.773 1.122 0.075
H -0.991 -3.620 3.418 0.054
H 0.885 -3.511 3.271 0.093
H -0.121 -2.259 2.280 0.088
H 0.228 1.918 0.704 0.139
H 1.328 4.480 -0.907 0.125
H 0.052 4.241 0.498 0.108
H 3.365 4.091 0.888 0.077
H 2.102 5.334 1.613 0.071
H 2.005 3.481 2.183 0.085
H 1.637 -5.332 -4.871 0.127
H 2.993 -6.690 -4.888 0.122
H 1.008 -8.336 -3.706 0.087
H 0.962 -7.863 -5.553 0.093
H -0.210 -7.018 -4.300 0.047
C -2.065 9.402 2.113 -0.025
C -1.195 8.215 2.474 -0.342
C -0.349 7.717 1.342 -0.103
O -0.150 6.358 1.689 0.016
C -1.234 5.988 2.436 -0.501
O -1.497 4.842 2.753 0.128
O -1.988 7.078 2.776 0.092
H -2.799 9.592 2.903 0.088
H -1.461 10.302 1.967 0.095
H -2.635 9.213 1.197 0.064
H -0.592 8.447 3.360 0.160
H 0.608 8.243 1.270 0.145
H -0.852 7.754 0.369 0.148
C -7.502 10.423 4.417 -0.021
C -7.221 9.884 3.029 -0.354
C -7.327 8.392 2.925 -0.113
O -6.472 8.105 1.832 0.074
C -5.534 9.099 1.804 -0.475
O -4.529 9.084 1.115 0.107
O -5.872 10.114 2.659 0.087
H -7.217 11.478 4.482 0.089
H -8.562 10.327 4.669 0.092
H -6.915 9.893 5.175 0.091
H -7.861 10.388 2.293 0.163
H -8.347 8.057 2.717 0.145
H -6.948 7.863 3.806 0.144
C 9.484 -4.502 -2.550 -0.016
C 9.665 -3.399 -1.527 -0.355
C 11.027 -2.775 -1.541 -0.118
O 11.153 -2.293 -0.215 0.062
C 10.373 -3.102 0.564 -0.505
O 10.378 -3.103 1.782 0.135
O 9.587 -3.914 -0.208 0.077
H 8.556 -5.051 -2.362 0.083
H 9.455 -4.095 -3.565 0.093
H 10.298 -5.234 -2.493 0.090
H 8.874 -2.648 -1.640 0.163
H 11.106 -1.955 -2.261 0.144
H 11.836 -3.491 -1.726 0.141